{
  "formula": "C6H14NO",
  "method": "wB97M-V/def2-TZVPD",
  "e_lumo_ev": -3.111,
  "e_above_lowest_kcal_mol": 93.3,
  "homo_lumo_gap_ev": 11.84,
  "smiles": "C[C@H](C1CC1)[N@H+](C)O",
  "total_charge": 1,
  "species": ["C", "C", "C", "C", "C", "C", "N", "O", "H", "H", "H", "H", "H", "H", "H", "H", "H", "H", "H", "H", "H", "H"],
  "positions_angstrom": [[0.53307, 1.88285, -0.52636], [-2.60525, -0.22367, -0.22108], [2.17654, -0.13922, 0.55265], [-0.07579, 0.48476, -0.53909], [-1.69859, -1.17771, 0.48018], [-1.31951, 0.24661, 0.41139], [1.00345, -0.57073, -0.05513], [1.25172, -1.51024, -1.01585], [0.80034, 2.13369, 0.60244], [1.45359, 1.97557, -1.06832], [-0.19487, 2.65228, -0.87368], [-1.13113, -1.95228, 0.01234], [-3.56088, -0.02075, 0.32226], [-2.82967, 0.03175, -1.28865], [2.91945, 0.40473, -0.04762], [2.62553, -1.14961, 0.98396], [1.87379, 0.46056, 1.38387], [-0.44423, 0.10241, -1.49583], [0.40728, -1.06809, 0.76616], [-2.05175, -1.57314, 1.43859], [2.18734, -1.87293, -1.03927], [-1.32043, 0.88317, 1.21703]],
  "mulliken_charge": [-1.39, -0.75, -1.20, 0.15, -0.59, -0.29, 0.23, -0.48, 0.31, 0.41, 0.36, 0.34, 0.27, 0.24, 0.33, 0.44, 0.50, 0.41, 0.55, 0.27, 0.39, 0.50]
}

{
  "formula": "C6H14NO",
  "method": "wB97M-V/def2-TZVPD",
  "e_lumo_ev": -3.481,
  "e_above_lowest_kcal_mol": 49.6,
  "homo_lumo_gap_ev": 12.01,
  "smiles": "CC[N+](C)(C)C(C)=O",
  "total_charge": 1,
  "species": ["C", "C", "C", "C", "C", "C", "N", "O", "H", "H", "H", "H", "H", "H", "H", "H", "H", "H", "H", "H", "H", "H"],
  "positions_angstrom": [[-1.30417, 0.30649, -0.09332], [-1.74219, 1.07028, 1.07927], [1.45458, 1.37152, -0.98520], [0.25146, -1.39744, -1.28421], [-0.13027, -1.48991, 1.18011], [1.12381, 0.50204, 0.26219], [0.01752, -0.46957, 0.05173], [-1.79154, 0.28551, -1.18818], [-2.15073, 1.95732, 0.68284], [-2.59513, 0.55436, 1.43178], [-1.07222, 1.32951, 2.05467], [2.47659, 0.99131, -1.40152], [0.75985, 1.12379, -1.88219], [1.72302, 2.36611, -0.68650], [1.07116, -2.11048, -1.24330], [-0.68747, -1.83619, -1.63543], [0.46164, -0.65852, -2.05753], [0.80347, -1.81334, 1.45457], [-0.75572, -0.89700, 1.89049], [-0.75362, -2.35674, 0.84366], [0.76768, 1.11980, 1.07212], [2.07228, 0.05115, 0.45397]],
  "mulliken_charge": [0.84, -1.50, -1.01, -0.92, -0.87, -0.35, 0.02, -0.44, 0.41, 0.47, 0.35, 0.32, 0.24, 0.35, 0.35, 0.39, 0.40, 0.39, 0.39, 0.35, 0.42, 0.40]
}

{
  "formula": "C6H14NO",
  "method": "wB97M-V/def2-TZVPD",
  "e_lumo_ev": -3.047,
  "e_above_lowest_kcal_mol": 24.9,
  "homo_lumo_gap_ev": 9.76,
  "total_charge": 1,
  "species": ["C", "C", "C", "C", "C", "C", "N", "H", "H", "H", "H", "H", "H", "H", "H", "H", "H", "H", "H", "H", "H", "O"],
  "positions_angstrom": [[-1.55352, 0.84126, -0.02783], [-0.47134, 0.73516, -1.10533], [0.32204, -0.56302, -0.96474], [1.63449, -0.52770, -1.15925], [0.03991, -2.90025, -0.11023], [-0.40193, -1.83850, -0.77568], [-0.96624, 0.52463, 1.33429], [-2.37700, 0.16387, -0.23249], [-1.88125, 1.87507, -0.00124], [0.26806, 1.47648, -0.81929], [-0.94378, 0.85997, -2.07266], [2.26776, 0.32928, -1.37810], [2.31818, -1.36560, -1.03788], [1.02848, -2.84182, 0.34154], [-0.39457, -3.88845, -0.11864], [-1.39689, -1.89999, -1.20984], [0.03324, 0.78901, 1.29577], [-0.92832, -0.48118, 1.49448], [-1.41214, 1.10068, 2.03668], [1.87956, 2.45118, 0.74962], [1.57285, 2.89869, 2.21937], [1.36240, 2.26123, 1.54145]],
  "mulliken_charge": [-0.65, -0.75, 0.75, -1.05, -0.75, -0.30, -0.15, 0.35, 0.38, 0.37, 0.37, 0.28, 0.27, 0.25, 0.30, 0.35, 0.25, 0.37, 0.37, 0.30, 0.30, -0.62]
}

{
  "formula": "C6H14NO",
  "method": "wB97M-V/def2-TZVPD",
  "e_lumo_ev": -2.942,
  "e_above_lowest_kcal_mol": 13.4,
  "homo_lumo_gap_ev": 11.19,
  "total_charge": 1,
  "species": ["O", "C", "C", "C", "H", "H", "H", "H", "H", "H", "C", "C", "C", "N", "H", "H", "H", "H", "H", "H", "H", "H"],
  "positions_angstrom": [[-0.58575, -1.21312, 1.31738], [-1.07355, -1.84526, 0.40233], [-0.83858, -1.55788, -1.04671], [-1.94418, -2.09783, -1.94183], [-1.72433, -2.69826, 0.63862], [0.13930, -1.98190, -1.29949], [-0.72653, -0.47356, -1.13507], [-2.09792, -3.15893, -1.74505], [-1.71981, -1.96364, -2.99379], [-2.88758, -1.59855, -1.72140], [2.31416, 1.28627, 0.06551], [1.03381, 1.73914, 0.67489], [0.10709, 2.56028, 0.22380], [0.73070, 1.04981, 1.97568], [2.41317, 1.69259, -0.93378], [3.16968, 1.60465, 0.65303], [2.32755, 0.19948, -0.02122], [-0.78390, 2.72948, 0.81956], [0.19702, 3.10241, -0.70359], [1.56582, 0.62244, 2.37121], [0.04479, 0.28682, 1.76071], [0.33902, 1.71555, 2.63923]],
  "mulliken_charge": [-0.64, -0.02, 0.01, -1.34, 0.40, 0.30, 0.15, 0.35, 0.36, 0.34, -1.34, 0.63, -0.90, -0.20, 0.38, 0.38, 0.36, 0.27, 0.32, 0.39, 0.37, 0.40]
}

{
  "formula": "C6H14NO2PS",
  "method": "wB97M-V/def2-TZVPD",
  "e_lumo_ev": 0.490,
  "e_above_lowest_kcal_mol": 35.9,
  "homo_lumo_gap_ev": 8.61,
  "smiles": "OP(O)N=C1CCCCC1.S",
  "total_charge": 0,
  "species": ["C", "C", "C", "C", "C", "C", "N", "O", "O", "P", "S", "H", "H", "H", "H", "H", "H", "H", "H", "H", "H", "H", "H", "H", "H"],
  "positions_angstrom": [[-2.34051, 0.97036, -1.20063], [-1.81497, 1.72574, 0.01826], [-2.18357, -0.53493, -0.96336], [-0.32684, 1.24357, 0.42212], [-0.69787, -0.93766, -0.88953], [-0.10291, -0.24172, 0.36167], [0.63481, -0.68678, 1.23694], [2.84761, -1.93804, 1.50993], [1.07553, -2.18936, 3.29005], [1.24308, -2.26958, 1.64625], [3.70231, 0.54483, -1.42407], [-3.23568, 1.42483, -1.53937], [-1.54942, 1.13823, -2.07895], [-1.79406, 2.75721, -0.16304], [-2.47457, 1.45330, 0.76155], [-2.80120, -0.74262, -0.04387], [-2.82408, -1.19005, -1.66312], [0.39124, 1.80467, -0.26342], [-0.20328, 1.48318, 1.44835], [-0.60128, -2.02223, -0.61360], [-0.00853, -0.54094, -1.70378], [4.34604, 1.39249, -2.40562], [3.29900, -2.47774, 0.86436], [1.41219, -1.47875, 3.74919], [4.00693, 1.31196, -0.35631]],
  "mulliken_charge": [-0.54, -0.91, -0.66, -0.42, -0.59, 0.27, -0.19, -0.45, -0.49, 0.11, -0.34, 0.40, 0.21, 0.39, 0.40, 0.34, 0.30, 0.17, 0.38, 0.41, 0.26, 0.16, 0.32, 0.31, 0.16]
}

{
  "formula": "C6H14NS",
  "method": "wB97M-V/def2-TZVPD",
  "e_lumo_ev": 3.895,
  "e_above_lowest_kcal_mol": 0.0,
  "homo_lumo_gap_ev": 6.65,
  "total_charge": -1,
  "species": ["C", "C", "C", "S", "H", "H", "H", "H", "H", "H", "H", "C", "C", "C", "N", "H", "H", "H", "H", "H", "H", "H"],
  "positions_angstrom": [[-3.73750, 1.20761, 0.77468], [-2.98114, 2.08363, -0.22644], [-1.83759, 1.33668, -0.92274], [-0.50925, 0.88417, 0.23594], [-4.05362, 0.29758, 0.25447], [-4.62719, 1.70671, 1.16657], [-3.09324, 0.90180, 1.59530], [-3.67620, 2.45249, -0.99607], [-2.57087, 2.95940, 0.28339], [-1.48774, 1.91271, -1.78357], [-2.24454, 0.39181, -1.30460], [1.31271, -2.38779, -0.06854], [2.62214, -1.65522, -0.02277], [3.75645, -2.20912, -0.49524], [2.54857, -0.39894, 0.54164], [0.65011, -1.79988, -0.71119], [0.85102, -2.34327, 0.91932], [1.36765, -3.41794, -0.40908], [4.70115, -1.68689, -0.38527], [3.73324, -3.16483, -0.99528], [1.63120, 0.06294, 0.51651], [3.30324, 0.22018, 0.32148]],
  "mulliken_charge": [-1.04, -0.37, -0.77, -0.60, 0.27, 0.33, 0.29, 0.32, 0.24, 0.29, 0.21, -1.13, 0.80, -1.00, -0.43, 0.22, 0.30, 0.32, 0.25, 0.25, 0.03, 0.22]
}

{
  "formula": "C6H14NS",
  "method": "wB97M-V/def2-TZVPD",
  "e_lumo_ev": -5.518,
  "e_above_lowest_kcal_mol": 56.3,
  "homo_lumo_gap_ev": 6.36,
  "total_charge": 1,
  "species": ["C", "C", "C", "N", "H", "H", "H", "H", "H", "H", "C", "C", "C", "S", "H", "H", "H", "H", "H", "H", "H", "H"],
  "positions_angstrom": [[-1.75429, 0.31655, -1.64756], [-0.50869, 0.60348, -1.22191], [-3.40265, 0.97639, -3.26320], [-2.18655, 1.07856, -2.78486], [-2.38732, -0.50705, -1.31422], [0.03118, 1.41676, -1.77524], [0.00421, 0.21981, -0.31120], [-3.56610, 1.56261, -4.22411], [-4.15888, 0.27747, -2.89127], [-1.53484, 1.74375, -3.20213], [2.32559, 0.42778, 2.90627], [2.17206, -0.27703, 1.53819], [1.02752, -1.25644, 1.58271], [0.79604, -2.33382, 0.09259], [3.04285, 1.25216, 2.98088], [2.64729, -0.33151, 3.63669], [1.31290, 0.87339, 3.13589], [1.99304, 0.40339, 0.73745], [3.11853, -0.82163, 1.23872], [0.11108, -0.69539, 1.78785], [1.18491, -1.88501, 2.49231], [-0.26788, -3.04423, 0.50616]],
  "mulliken_charge": [0.40, -0.46, -0.06, -0.06, 0.30, 0.16, -0.18, 0.25, 0.26, 0.30, -1.14, -0.23, -0.86, -0.23, 0.34, 0.32, 0.27, 0.30, 0.33, 0.42, 0.44, 0.15]
}

{
  "formula": "C6H14NS2",
  "method": "wB97M-V/def2-TZVPD",
  "e_lumo_ev": [-4.772, -5.311],
  "e_above_lowest_kcal_mol": 66.3,
  "homo_lumo_gap_ev": [7.87, 7.20],
  "total_charge": 1,
  "species": ["C", "C", "C", "C", "C", "C", "N", "S", "S", "H", "H", "H", "H", "H", "H", "H", "H", "H", "H", "H", "H", "H", "H"],
  "positions_angstrom": [[0.54371, -0.79444, -0.77515], [-1.00257, 1.01395, -0.04709], [1.74653, -0.10187, -0.18063], [-1.37523, 1.50392, 1.35700], [1.85040, -0.18489, 1.38617], [-2.03241, -0.99381, -1.09929], [-0.79947, -0.43999, -0.31664], [1.64345, 1.60563, -0.66642], [3.23357, -0.69519, -1.06961], [0.59823, -0.52477, -1.86855], [0.74462, -1.81686, -0.64332], [-1.52131, 1.55830, -0.82334], [-0.47381, 1.56016, 2.03493], [-1.90047, 0.68861, 1.72277], [-1.90897, 2.44787, 1.50483], [2.31589, -1.13887, 1.58239], [0.84417, -0.17915, 1.72989], [2.36026, 0.71762, 1.67820], [-2.92499, -0.53304, -0.53180], [-1.98966, -0.68678, -2.21940], [-1.89901, -2.07695, -1.16546], [-0.86553, -0.92617, 0.54511], [2.81257, -0.00332, -2.13459]],
  "mulliken_charge": [-0.88, -0.36, 0.19, -0.98, -1.32, -0.82, 0.06, 0.10, -0.07, 0.48, 0.33, 0.47, 0.26, 0.38, 0.36, 0.44, 0.28, 0.38, 0.34, 0.34, 0.38, 0.44, 0.21]
}

{
  "formula": "C6H14O",
  "method": "wB97M-V/def2-TZVPD",
  "e_lumo_ev": 1.009,
  "e_above_lowest_kcal_mol": 8.7,
  "homo_lumo_gap_ev": 11.31,
  "smiles": "CCCCCCO",
  "total_charge": 0,
  "species": ["C", "C", "C", "C", "C", "C", "O", "H", "H", "H", "H", "H", "H", "H", "H", "H", "H", "H", "H", "H", "H"],
  "positions_angstrom": [[-3.42480, 0.03492, 0.48144], [-2.14734, 0.00535, -0.35848], [-0.86469, 0.16805, 0.45740], [0.38739, 0.02031, -0.40635], [1.69066, -0.04690, 0.38629], [2.88168, -0.32836, -0.51249], [4.04232, -0.41172, 0.29228], [-4.26150, -0.42339, -0.05568], [-3.71662, 1.05801, 0.74043], [-3.29388, -0.51820, 1.41890], [-2.08862, -0.94882, -0.89907], [-2.19363, 0.78668, -1.12944], [-0.85855, 1.14072, 0.96997], [-0.84827, -0.59568, 1.24874], [0.43441, 0.84894, -1.12789], [0.28988, -0.89857, -1.00386], [1.86744, 0.89056, 0.92847], [1.63236, -0.84298, 1.14011], [2.70913, -1.27109, -1.05870], [2.97578, 0.47189, -1.26570], [4.78934, -0.61296, -0.28318]],
  "mulliken_charge": [-1.21, -0.36, -0.63, -0.65, -0.56, -0.52, -0.50, 0.35, 0.30, 0.32, 0.32, 0.28, 0.28, 0.35, 0.32, 0.36, 0.29, 0.31, 0.31, 0.32, 0.31]
}

{
  "formula": "C6H14O",
  "method": "wB97M-V/def2-TZVPD",
  "e_lumo_ev": 1.005,
  "e_above_lowest_kcal_mol": 47.2,
  "homo_lumo_gap_ev": 11.25,
  "smiles": "CC(C)CCCO",
  "total_charge": 0,
  "species": ["C", "O", "C", "C", "C", "C", "C", "H", "H", "H", "H", "H", "H", "H", "H", "H", "H", "H", "H", "H", "H"],
  "positions_angstrom": [[1.99374, 0.45604, -0.49362], [2.50263, 1.78197, -0.42844], [1.10073, 0.23539, 0.86870], [-0.46958, 0.45452, 0.63253], [-1.20477, -0.67896, -0.19162], [-2.43361, -0.19640, -1.01721], [-1.43822, -1.98783, 0.67836], [1.25675, 0.46791, -1.35219], [2.88385, -0.23343, -0.69328], [2.69053, 1.85905, 0.47468], [1.41385, -0.69596, 1.21313], [1.53494, 1.02266, 1.47928], [-0.45778, 1.26555, -0.11955], [-1.06225, 0.73344, 1.42900], [-0.52582, -0.99040, -1.04214], [-2.96820, -1.14197, -1.40477], [-3.25780, 0.14297, -0.36099], [-2.32659, 0.72461, -1.73683], [-0.46570, -2.40709, 1.08500], [-2.14726, -1.89791, 1.54036], [-1.87934, -2.80179, 0.05296]],
  "mulliken_charge": [-0.28, -0.49, -0.85, -1.13, 0.92, -1.44, -1.33, 0.20, 0.28, 0.31, 0.36, 0.53, 0.33, 0.59, 0.05, 0.32, 0.34, 0.30, 0.28, 0.32, 0.38]
}

Copy entry 1 word for word.
{
  "formula": "C6H14NO",
  "method": "wB97M-V/def2-TZVPD",
  "e_lumo_ev": -3.111,
  "e_above_lowest_kcal_mol": 93.3,
  "homo_lumo_gap_ev": 11.84,
  "smiles": "C[C@H](C1CC1)[N@H+](C)O",
  "total_charge": 1,
  "species": ["C", "C", "C", "C", "C", "C", "N", "O", "H", "H", "H", "H", "H", "H", "H", "H", "H", "H", "H", "H", "H", "H"],
  "positions_angstrom": [[0.53307, 1.88285, -0.52636], [-2.60525, -0.22367, -0.22108], [2.17654, -0.13922, 0.55265], [-0.07579, 0.48476, -0.53909], [-1.69859, -1.17771, 0.48018], [-1.31951, 0.24661, 0.41139], [1.00345, -0.57073, -0.05513], [1.25172, -1.51024, -1.01585], [0.80034, 2.13369, 0.60244], [1.45359, 1.97557, -1.06832], [-0.19487, 2.65228, -0.87368], [-1.13113, -1.95228, 0.01234], [-3.56088, -0.02075, 0.32226], [-2.82967, 0.03175, -1.28865], [2.91945, 0.40473, -0.04762], [2.62553, -1.14961, 0.98396], [1.87379, 0.46056, 1.38387], [-0.44423, 0.10241, -1.49583], [0.40728, -1.06809, 0.76616], [-2.05175, -1.57314, 1.43859], [2.18734, -1.87293, -1.03927], [-1.32043, 0.88317, 1.21703]],
  "mulliken_charge": [-1.39, -0.75, -1.20, 0.15, -0.59, -0.29, 0.23, -0.48, 0.31, 0.41, 0.36, 0.34, 0.27, 0.24, 0.33, 0.44, 0.50, 0.41, 0.55, 0.27, 0.39, 0.50]
}